No. 1
{
  "formula": "C48H68N4O4",
  "method": "ωB97M-V with the def2-TZVPD basis set",
  "e_lumo_ha": -0.0434,
  "smiles": "CC(C)(C)c1cccc(C(C)(C)C)c1N1C=CN(c2c(C(C)(C)C)cccc2C(C)(C)C)C1=Cc1ccccc1.CC(C)(C)OC(=O)/N=N/C(=O)OC(C)(C)C",
  "max_force_ev_per_a": 2.441,
  "gap_ev": 5.03,
  "symbols": ["C", "C", "C", "C", "O", "C", "N", "N", "C", "O", "O", "C", "C", "C", "C", "O", "H", "H", "H", "H", "H", "H", "H", "H", "H", "H", "H", "H", "H", "H", "H", "H", "H", "H", "C", "C", "C", "C", "C", "C", "C", "C", "C", "C", "C", "C", "C", "C", "N", "C", "C", "C", "C", "C", "C", "C", "C", "N", "C", "C", "C", "C", "C", "C", "C", "C", "C", "C", "C", "C", "C", "C", "C", "C", "H", "H", "H", "H", "H", "H", "H", "H", "H", "H", "H", "H", "H", "H", "H", "H", "H", "H", "H", "H", "H", "H", "H", "H", "H", "H", "H", "H", "H", "H", "H", "H", "H", "H", "H", "H", "H", "H", "H", "H", "H", "H", "H", "H", "H", "H", "H", "H", "H", "H"],
  "xyz": [[-2.90790, 0.45486, -5.31030], [-2.66853, 1.30186, -6.54287], [-2.97510, 0.42491, -7.73492], [-3.50757, 2.57630, -6.53186], [-1.26415, 1.81268, -6.58699], [-0.24641, 0.93759, -6.42611], [0.92116, 1.73697, -6.13068], [1.92085, 1.17898, -5.66469], [3.22090, 1.61704, -6.17071], [3.43573, 1.98892, -7.30558], [4.09885, 1.43182, -5.16863], [5.41390, 2.12122, -5.22164], [5.28737, 3.56910, -5.63911], [6.31413, 1.45610, -6.23547], [5.97798, 1.99570, -3.81231], [-0.26709, -0.26981, -6.55540], [-2.67452, 1.00454, -4.38913], [-3.96080, 0.15019, -5.26936], [-2.29877, -0.45500, -5.37524], [-2.84078, 0.96037, -8.68036], [-2.33371, -0.46270, -7.70169], [-4.01951, 0.09253, -7.67632], [-3.33482, 3.16982, -7.43822], [-4.57626, 2.35797, -6.48160], [-3.25892, 3.19455, -5.66036], [4.60162, 4.13580, -4.99881], [6.27258, 4.04538, -5.58244], [4.95559, 3.61503, -6.68436], [6.48757, 0.40498, -5.98177], [5.84951, 1.54207, -7.22767], [7.28210, 1.97021, -6.26100], [6.13297, 0.94705, -3.53754], [6.94666, 2.50000, -3.74111], [5.31463, 2.45848, -3.07225], [-3.59088, 1.34655, 1.80643], [-3.07861, 1.93077, 0.50258], [-3.54522, 1.00782, -0.63127], [-3.74635, 3.30552, 0.31763], [-1.54219, 2.12577, 0.39592], [-1.13576, 2.62569, -0.84698], [0.18858, 2.94428, -1.08747], [1.11471, 2.86448, -0.05081], [0.76767, 2.48610, 1.24729], [1.79227, 2.89915, 2.37094], [2.18763, 1.86377, 3.41517], [1.23853, 4.13295, 3.09329], [3.14471, 3.30381, 1.75545], [-0.56286, 1.92346, 1.39659], [-0.82217, 0.94552, 2.41212], [-0.96705, -0.42030, 2.15626], [-1.22727, -0.97329, 0.91712], [-1.58822, -2.35499, 0.69830], [-2.49967, -3.02559, 1.54925], [-2.62371, -4.41163, 1.47672], [-1.95910, -5.13129, 0.47509], [-1.21059, -4.44499, -0.49177], [-1.02862, -3.06029, -0.39756], [-0.59196, -1.07290, 3.31266], [-0.26365, -2.46411, 3.47262], [0.84695, -3.05726, 2.79327], [2.05986, -2.35433, 2.07122], [2.64560, -3.28304, 0.98853], [3.14488, -2.11034, 3.13657], [1.77665, -1.06015, 1.35528], [1.02871, -4.43707, 2.94301], [0.31961, -5.18390, 3.86987], [-0.60468, -4.54194, 4.66857], [-1.00632, -3.22267, 4.41108], [-2.25408, -2.82945, 5.25870], [-3.30896, -3.94454, 5.10924], [-2.99654, -1.54008, 4.95013], [-1.80593, -2.77016, 6.72661], [-0.49138, -0.11793, 4.32387], [-0.67433, 1.10026, 3.78185], [-3.34772, 1.97134, 2.66859], [-4.68336, 1.26977, 1.73125], [-3.21544, 0.33215, 1.95738], [-3.35113, 1.43365, -1.62202], [-3.03336, 0.04216, -0.56929], [-4.62528, 0.83506, -0.54973], [-3.49568, 3.76145, -0.64772], [-4.83742, 3.20510, 0.37320], [-3.42660, 3.99665, 1.10714], [-1.86796, 2.79253, -1.63961], [0.49054, 3.29964, -2.07156], [2.13228, 3.16870, -0.28521], [2.50183, 0.92050, 2.96322], [3.05244, 2.25514, 3.96898], [1.42339, 1.68297, 4.16892], [1.15507, 4.98211, 2.40242], [0.24422, 3.94558, 3.51520], [1.91949, 4.41900, 3.90661], [3.08504, 4.21509, 1.15296], [3.87338, 3.50128, 2.55151], [3.55413, 2.49047, 1.14618], [-0.99365, -0.35230, 0.05953], [-3.11864, -2.43008, 2.22139], [-3.25039, -4.94309, 2.19544], [-2.05289, -6.21897, 0.42973], [-0.75383, -4.98802, -1.31834], [-0.44540, -2.51128, -1.14259], [1.85073, -3.67436, 0.34298], [3.34417, -2.72668, 0.35108], [3.21826, -4.11646, 1.41623], [2.76962, -1.47118, 3.94645], [3.47297, -3.05886, 3.58236], [4.02837, -1.62417, 2.69472], [1.35532, -0.29402, 2.00123], [2.71280, -0.65232, 0.94818], [1.10485, -1.20822, 0.50205], [1.80531, -4.95713, 2.38729], [0.50624, -6.25636, 3.97711], [-1.05127, -5.10101, 5.49232], [-2.96677, -4.92303, 5.46406], [-4.20657, -3.68793, 5.68472], [-3.58742, -4.05120, 4.05503], [-2.48375, -0.64623, 5.31109], [-3.25696, -1.44037, 3.89695], [-3.93982, -1.57984, 5.50850], [-1.00247, -2.03258, 6.85470], [-2.64804, -2.47171, 7.36448], [-1.43112, -3.73709, 7.08229], [-0.28074, -0.39338, 5.34679], [-0.67633, 2.06837, 4.25899]]
}

No. 2
{
  "formula": "C19H19FN6O2S",
  "method": "ωB97M-V with the def2-TZVPD basis set",
  "e_lumo_ha": 0.0176,
  "smiles": "O=C(Nc1cccc(F)c1)Nc1ccnn1C1CCN(C(=O)c2cscn2)CC1",
  "max_force_ev_per_a": 0.967,
  "gap_ev": 9.48,
  "symbols": ["O", "C", "N", "C", "C", "C", "C", "C", "C", "H", "F", "H", "H", "H", "H", "N", "C", "C", "C", "N", "N", "C", "H", "C", "C", "N", "C", "O", "C", "C", "S", "C", "N", "H", "H", "C", "H", "C", "H", "H", "H", "H", "H", "H", "H", "H", "H", "H"],
  "xyz": [[-0.30360, 1.82351, 2.93929], [0.43161, 1.80190, 1.97836], [0.08850, 2.46501, 0.81813], [0.71803, 2.44424, -0.42722], [2.08261, 2.70042, -0.56649], [2.67215, 2.66960, -1.81842], [1.92183, 2.40099, -2.94952], [0.56453, 2.17906, -2.79473], [-0.05337, 2.19523, -1.56174], [-1.11105, 1.99641, -1.47335], [-0.18187, 1.92549, -3.89044], [2.36465, 2.37579, -3.93171], [3.72830, 2.86953, -1.91393], [2.67170, 2.96663, 0.29823], [-0.89142, 2.71948, 0.80515], [1.62739, 1.12210, 1.96373], [1.82569, 0.05542, 2.85063], [2.79670, -0.17236, 3.80085], [2.47031, -1.42657, 4.33105], [1.39414, -1.92463, 3.75462], [1.00818, -1.03092, 2.85240], [-0.15720, -1.21608, 2.03309], [-0.12304, -0.43331, 1.26633], [-0.16074, -2.58077, 1.33836], [-1.54766, -2.78660, 0.69710], [-2.21608, -1.51396, 0.54899], [-2.08979, -0.67680, -0.50228], [-2.52689, 0.46792, -0.48287], [-1.43237, -1.16886, -1.74174], [-1.78574, -0.69885, -2.97782], [-0.78342, -1.36091, -4.19298], [0.06695, -2.21303, -2.94442], [-0.37173, -2.02283, -1.75544], [0.89771, -2.85057, -3.17304], [-2.57226, -0.01231, -3.21496], [-2.61802, -0.95406, 1.82841], [-3.49775, -1.49188, 2.19275], [-1.45539, -1.05349, 2.83111], [-1.40193, -0.14730, 3.43416], [-1.56727, -1.90930, 3.49676], [-2.89134, 0.08761, 1.65312], [-2.18024, -3.40107, 1.34304], [-1.45388, -3.27806, -0.26927], [0.04765, -3.35531, 2.07522], [0.61282, -2.60645, 0.57050], [2.97270, -1.97568, 5.10190], [3.60702, 0.47121, 4.07110], [2.15092, 1.10011, 1.09887]]
}

No. 3
{
  "formula": "C3H4O2S",
  "method": "ωB97M-V with the def2-TZVPD basis set",
  "e_lumo_ha": -0.0635,
  "e_above_lowest_kcal_mol": 39.88,
  "smiles": "O=CC(=S)CO",
  "max_force_ev_per_a": 2.125,
  "gap_ev": 7.64,
  "symbols": ["C", "C", "C", "H", "H", "H", "H", "O", "O", "S"],
  "xyz": [[-0.09004, -1.06167, 0.22340], [0.77837, 0.13837, -0.13732], [0.11403, 1.50714, -0.15112], [-1.72395, -0.39124, -0.38041], [-0.22024, -0.86290, 1.32573], [0.44512, -2.01492, 0.04379], [0.69218, 2.47054, -0.15203], [-1.28521, -1.21853, -0.47518], [-1.11400, 1.47371, -0.08256], [2.40375, -0.04049, -0.21431]]
}

No. 4
{
  "formula": "C5H12N2O",
  "method": "ωB97M-V with the def2-TZVPD basis set",
  "e_lumo_ha": -0.1446,
  "e_above_lowest_kcal_mol": 291.18,
  "max_force_ev_per_a": 4.524,
  "gap_ev": 4.20,
  "symbols": ["C", "O", "C", "C", "C", "C", "N", "N", "H", "H", "H", "H", "H", "H", "H", "H", "H", "H", "H", "H"],
  "xyz": [[0.07330, 2.12648, -0.86817], [0.28775, 0.31317, -2.71293], [-0.51222, 1.08771, 0.20128], [0.69944, 0.09788, 0.31073], [0.42829, -1.04699, 1.28320], [-0.58465, -2.17670, 0.10918], [0.25886, -2.57584, 0.99470], [-0.56542, 1.63455, 1.41951], [-0.73979, 2.74634, -1.23885], [0.76651, 2.79760, -0.34856], [0.21601, -0.33296, -3.42503], [-1.33952, 0.52145, -0.21984], [1.54805, 0.69476, 0.62530], [0.91134, -0.21018, -0.71829], [-0.47231, -0.85640, 1.90699], [1.18136, -0.99322, 2.06508], [-0.28481, -1.93093, -0.92539], [-1.65222, -2.30172, 0.34996], [0.64889, 1.50326, -1.56657], [-1.43150, 2.19449, 1.51320]]
}

No. 5
{
  "formula": "C13H23MnN3O5",
  "method": "ωB97M-V with the def2-TZVPD basis set",
  "e_lumo_ha": [-0.3465, -0.2966],
  "e_above_lowest_kcal_mol": 0.00,
  "spin_multiplicity": 4,
  "max_force_ev_per_a": 0.309,
  "total_charge": 2,
  "gap_ev": [7.25, 8.61],
  "symbols": ["Mn", "C", "C", "C", "O", "C", "O", "O", "H", "H", "H", "H", "H", "H", "H", "C", "N", "C", "C", "C", "N", "C", "O", "N", "H", "H", "H", "H", "H", "H", "H", "C", "C", "C", "C", "O", "H", "H", "H", "H", "H", "H", "H", "H", "H"],
  "xyz": [[-0.17453, -0.31617, 0.62753], [-3.46993, 1.45111, -0.31748], [-1.98431, 1.73153, -0.41387], [-1.62018, 2.78148, -1.43842], [-1.30209, 0.43772, -0.78846], [-1.43971, 2.07981, 0.96273], [-1.65790, 3.09510, 1.52706], [-0.69985, 1.08725, 1.55694], [-3.87284, 1.17909, -1.29242], [-3.97086, 2.35423, 0.02988], [-3.67492, 0.65544, 0.40131], [-2.03592, 2.53002, -2.41507], [-0.53752, 2.90622, -1.51656], [-2.03978, 3.73619, -1.12423], [-0.84008, 0.55490, -1.63405], [0.50963, -2.87779, 4.40177], [-0.59932, -2.79152, 3.42587], [-1.73722, -3.54986, 3.53914], [-2.73665, -3.47931, 2.63582], [-2.58894, -2.58650, 1.53457], [-1.46209, -1.85430, 1.44179], [-0.50474, -1.97739, 2.37002], [0.52414, -1.23825, 2.15772], [-3.51554, -2.45505, 0.60263], [0.12239, -3.31746, 5.31540], [0.88106, -1.87812, 4.60465], [1.30768, -3.49568, 3.99709], [-1.77824, -4.20347, 4.39936], [-3.62277, -4.08590, 2.74531], [-4.35948, -3.00552, 0.63075], [-3.37057, -1.85448, -0.19297], [3.61181, -0.47127, -0.29178], [2.48906, 0.53738, -0.44484], [2.50597, 1.58824, 0.65580], [2.43093, 1.15454, -1.82806], [1.23642, -0.24602, -0.28565], [4.56189, 0.05062, -0.40537], [3.55270, -1.24513, -1.05621], [3.58773, -0.93358, 0.69432], [3.42798, 2.16179, 0.56773], [2.47983, 1.13095, 1.64535], [1.67016, 2.28354, 0.55862], [3.35768, 1.69593, -2.01612], [1.61051, 1.87162, -1.90764], [2.32332, 0.38931, -2.59677]]
}